# 1
ORCA calculation (wB97M-V/def2-TZVPD) on a structure of composition C45H49CoN4O6SiTe in a non-equilibrium geometry.

The value obtained for the total energy is -118504.57480 eV. As for the charge: -1. As for the spin multiplicity: 2.

CARTESIAN COORDINATES (ANGSTROEM)
1 Co 0.76 -0.82 0.48
2 O -0.67 -0.45 -0.95
3 C -1.19 -1.18 -1.80
4 C -0.85 -2.52 -2.08
5 C -1.42 -3.14 -3.20
6 C -1.02 -4.41 -3.57
7 C -0.07 -5.11 -2.81
8 C 0.47 -4.54 -1.69
9 C 0.09 -3.23 -1.26
10 O 0.55 -2.77 -0.19
11 N -1.56 -4.99 -4.76
12 O -2.39 -4.36 -5.40
13 O -1.18 -6.10 -5.09
14 H -1.96 -0.71 -2.43
15 H -2.17 -2.62 -3.78
16 H 0.22 -6.10 -3.12
17 H 1.20 -5.07 -1.09
18 O 2.70 -1.19 -0.12
19 C 3.40 -2.07 0.52
20 C 4.12 -3.09 -0.17
21 C 4.83 -4.05 0.50
22 C 4.91 -4.05 1.90
23 C 4.28 -3.04 2.60
24 C 3.55 -2.05 1.94
25 C 2.93 -0.95 2.65
26 N 1.98 -0.18 2.15
27 C 1.73 0.81 3.07
28 C 2.55 0.65 4.14
29 N 3.30 -0.48 3.87
30 H 4.06 -3.09 -1.25
31 H 5.33 -4.83 -0.05
32 H 5.46 -4.82 2.42
33 H 4.33 -3.04 3.68
34 H 0.99 1.57 2.88
35 H 2.66 1.21 5.05
36 H 4.01 -0.87 4.46
37 C 3.73 7.51 -1.61
38 C 2.97 6.26 -1.26
39 C 1.58 6.26 -1.23
40 C 0.86 5.11 -0.91
41 C -0.64 5.21 -0.86
42 C 1.54 3.91 -0.64
43 Te 0.42 2.10 -0.14
44 N -0.68 -0.05 1.65
45 C -1.72 -0.35 2.27
46 O -2.23 -1.63 2.47
47 C -2.61 0.64 2.96
48 C -3.74 0.24 3.67
49 C -4.53 1.18 4.33
50 C -4.21 2.53 4.27
51 C -3.10 2.94 3.55
52 C -2.30 2.00 2.91
53 C -0.60 2.17 -2.02
54 C -1.99 2.26 -2.07
55 C -2.86 2.41 -0.85
56 C -2.63 2.17 -3.31
57 C -1.93 1.95 -4.48
58 C -2.64 1.82 -5.81
59 C -0.55 1.81 -4.40
60 C 0.13 1.90 -3.19
61 C 1.61 1.67 -3.16
62 C 2.94 3.91 -0.65
63 C 3.76 2.69 -0.33
64 C 3.63 5.08 -0.96
65 H 3.05 8.37 -1.68
66 H 4.23 7.40 -2.58
67 H 4.49 7.73 -0.86
68 H 1.04 7.17 -1.45
69 H -0.95 6.25 -0.80
70 H -1.03 4.67 0.00
71 H -1.09 4.77 -1.76
72 H -3.99 -0.81 3.72
73 H -5.40 0.87 4.89
74 H -4.83 3.26 4.78
75 H -2.85 3.99 3.48
76 H -1.41 2.31 2.37
77 H -2.27 2.54 0.04
78 H -3.46 1.50 -0.72
79 H -3.55 3.25 -0.96
80 H -3.71 2.23 -3.34
81 H -3.61 2.32 -5.78
82 H -2.80 0.77 -6.05
83 H -2.04 2.26 -6.61
84 H 0.01 1.59 -5.31
85 H 1.99 1.45 -4.16
86 H 1.85 0.83 -2.51
87 H 2.14 2.55 -2.78
88 H 3.14 1.81 -0.16
89 H 4.36 2.86 0.57
90 H 4.45 2.47 -1.15
91 H 4.72 5.07 -0.96
92 C -3.92 -4.55 2.82
93 Si -2.05 -4.31 2.60
94 C -1.40 -5.74 1.55
95 C -1.25 -4.28 4.31
96 C -1.61 -2.69 1.75
97 H -4.12 -5.54 3.24
98 H -4.45 -4.49 1.87
99 H -4.34 -3.81 3.49
100 H -1.54 -6.70 2.05
101 H -0.33 -5.62 1.34
102 H -1.91 -5.78 0.58
103 H -1.55 -5.11 4.94
104 H -1.51 -3.35 4.83
105 H -0.16 -4.30 4.22
106 H -1.91 -2.65 0.70
107 H -0.52 -2.56 1.76

***

# 2
ORCA calculation (wB97M-V/def2-TZVPD) on a structure of composition C20H39AlBr2CaF2N5NaO7P in a non-equilibrium geometry.

The value obtained for the total energy is -227364.98149 eV. As for the charge: +3.

CARTESIAN COORDINATES (ANGSTROEM)
1 C 4.88 -0.21 -0.63
2 C 3.22 -0.07 -0.75
3 N 2.84 1.12 0.12
4 C 2.96 0.64 1.55
5 C 1.85 1.30 2.55
6 C 0.31 1.26 1.99
7 N 0.17 1.31 0.48
8 C -0.51 0.09 -0.09
9 C -2.14 0.46 -0.15
10 C -3.22 0.03 1.01
11 C -4.82 0.43 0.98
12 C -5.43 1.34 -0.27
13 C -7.04 1.74 -0.30
14 C -4.36 1.79 -1.48
15 C -2.75 1.36 -1.42
16 C 1.47 1.65 -0.21
17 N 1.39 2.51 -1.31
18 P 2.76 3.02 -2.33
19 O 2.15 3.68 -3.84
20 O 3.75 4.23 -1.56
21 H 5.40 -0.33 -1.69
22 H 5.08 -1.10 0.10
23 H 5.27 0.83 -0.20
24 H 2.98 0.10 -1.90
25 H 2.66 -1.05 -0.44
26 H 4.02 1.01 1.94
27 H 2.98 -0.54 1.66
28 H 2.22 2.37 2.87
29 H 1.85 0.64 3.55
30 H -0.32 0.34 2.40
31 H -0.25 2.23 2.41
32 H -0.19 -0.04 -1.22
33 H -0.31 -0.87 0.57
34 H -2.86 -0.62 1.94
35 H -5.58 0.12 1.84
36 H -7.67 0.79 0.05
37 H -7.32 2.60 0.46
38 H -7.38 2.03 -1.40
39 H -4.80 2.43 -2.37
40 H -2.02 1.70 -2.29
41 H 0.43 2.87 -1.58
42 H 1.15 3.80 -3.65
43 H 3.24 4.78 -0.90
44 C -1.55 2.34 5.60
45 N -2.27 1.18 5.02
46 O -3.50 1.13 5.19
47 O -1.60 0.35 4.40
48 H -2.26 2.99 6.11
49 H -0.81 1.95 6.31
50 H -1.06 2.87 4.78
51 Br -6.67 3.07 2.15
52 C 4.08 -4.39 -2.83
53 C 5.26 -3.61 -3.38
54 O 6.31 -3.43 -2.43
55 C 6.91 -4.62 -1.92
56 C 7.54 -5.49 -2.99
57 H 3.67 -3.89 -1.94
58 H 3.29 -4.47 -3.59
59 H 4.36 -5.40 -2.54
60 H 4.92 -2.61 -3.66
61 H 5.65 -4.07 -4.29
62 H 6.18 -5.18 -1.33
63 H 7.69 -4.30 -1.22
64 H 6.81 -5.85 -3.72
65 H 8.02 -6.37 -2.54
66 H 8.30 -4.93 -3.55
67 Ca 0.23 3.73 -5.35
68 Br 1.73 1.40 -3.61
69 C -9.64 0.99 3.66
70 N -11.07 1.26 3.36
71 O -11.37 2.40 2.99
72 O -11.85 0.31 3.50
73 H -9.06 1.91 3.49
74 H -9.57 0.68 4.70
75 H -9.30 0.20 2.98
76 F 5.65 -7.33 -4.36
77 Na -13.55 2.69 3.01
78 F 7.25 0.00 -2.38
79 Al 5.15 -7.29 -6.11

***

# 3
ORCA calculation (wB97M-V/def2-TZVPD) on an isolated molecule of C23H22Cl2N2O3S in a non-equilibrium geometry.

The value obtained for the total energy is -69210.35770 eV. The value obtained for the energy above the lowest of the compared OMol25 structures with the same formula, charge and spin is 1.1 kcal per mole.

CARTESIAN COORDINATES (ANGSTROEM)
1 O -0.57 -2.52 -0.93
2 C -0.40 -1.32 -0.80
3 N 0.78 -0.81 -0.34
4 C 1.24 0.55 -0.46
5 H 1.68 0.85 0.50
6 C 2.32 0.64 -1.56
7 N 3.41 -0.26 -1.28
8 C 4.50 0.17 -0.54
9 C 5.08 1.42 -0.82
10 C 6.20 1.85 -0.14
11 C 6.80 1.06 0.83
12 C 6.24 -0.17 1.09
13 C 5.11 -0.62 0.43
14 H 4.71 -1.58 0.70
15 Cl 6.95 -1.19 2.30
16 H 7.68 1.39 1.35
17 H 6.63 2.81 -0.38
18 H 4.67 2.05 -1.59
19 C 2.92 -1.62 -1.17
20 H 2.46 -1.88 -2.12
21 C 1.86 -1.74 -0.07
22 H 2.28 -1.49 0.91
23 H 1.44 -2.75 -0.05
24 H 3.75 -2.30 -0.99
25 H 1.87 0.36 -2.52
26 H 2.67 1.67 -1.63
27 H 0.42 1.22 -0.69
28 C -1.53 -0.41 -1.07
29 C -2.66 -0.72 -1.78
30 C -3.50 0.41 -1.71
31 C -2.84 1.33 -0.94
32 O -1.64 0.84 -0.56
33 C -3.23 2.67 -0.47
34 H -2.39 3.20 -0.02
35 H -3.66 3.27 -1.27
36 S -4.59 2.62 0.83
37 O -4.54 3.95 1.43
38 C -3.72 1.50 2.04
39 C -3.85 0.07 1.63
40 C -5.08 -0.41 1.18
41 C -5.21 -1.73 0.79
42 C -4.12 -2.58 0.86
43 C -2.90 -2.12 1.33
44 C -2.77 -0.80 1.71
45 H -1.82 -0.44 2.06
46 H -2.05 -2.79 1.37
47 Cl -4.28 -4.22 0.36
48 H -6.16 -2.10 0.43
49 H -5.93 0.25 1.13
50 H -2.68 1.82 2.13
51 H -4.24 1.70 2.98
52 H -4.47 0.52 -2.15
53 H -2.84 -1.64 -2.29

***

# 4
ORCA calculation (wB97M-V/def2-TZVPD) on an isolated molecule of C2H3Br2FSi in a non-equilibrium geometry.

The value obtained for the total energy is -152806.25762 eV. The value obtained for the energy above the lowest of the compared OMol25 structures with the same formula, charge and spin is 2.5 kcal per mole. Its SMILES is C=C[Si](F)(Br)Br.

CARTESIAN COORDINATES (ANGSTROEM)
1 C -1.31 -0.74 -0.46
2 C -0.76 0.42 -0.08
3 Si 1.11 0.43 0.37
4 F 1.11 0.44 2.00
5 Br 2.10 -1.33 -0.59
6 Br 2.37 2.19 -0.15
7 H -2.33 -1.02 -0.56
8 H -0.78 -1.54 -0.84
9 H -1.52 1.13 0.31

***

# 5
ORCA calculation (wB97M-V/def2-TZVPD) on a structure of composition C22H22N4O4S in a non-equilibrium geometry.

The value obtained for the total energy is -48151.77342 eV. The value obtained for the energy above the lowest of the compared OMol25 structures with the same formula, charge and spin is 167.9 kcal per mole.

CARTESIAN COORDINATES (ANGSTROEM)
1 C 0.55 0.02 2.80
2 N -0.44 -0.17 1.73
3 C -0.86 1.11 1.12
4 C -1.57 2.10 2.10
5 C -1.34 3.53 1.85
6 C -1.98 4.58 2.71
7 N -1.91 5.97 2.62
8 S -2.79 6.59 3.87
9 N -3.41 5.25 4.66
10 C -2.89 4.22 3.89
11 C -3.10 2.74 4.10
12 C -2.48 1.74 3.25
13 C -2.83 0.23 3.56
14 C -3.75 -0.26 2.35
15 N -5.05 0.45 2.33
16 H 0.11 0.39 3.77
17 H 0.98 -1.00 3.03
18 H 1.43 0.67 2.50
19 H 0.02 -0.73 1.00
20 H -1.46 0.92 0.17
21 H 0.09 1.63 0.77
22 H -0.71 3.89 1.00
23 H -3.78 2.45 4.95
24 H -1.91 -0.41 3.68
25 H -3.46 0.19 4.50
26 H -3.96 -1.36 2.39
27 H -3.24 -0.01 1.36
28 H -4.94 1.46 2.22
29 H -5.60 0.16 1.51
30 C 1.89 -4.84 -1.39
31 C 1.88 -3.86 -0.49
32 C 1.16 -2.60 -0.74
33 O 1.15 -1.70 0.08
34 C 0.43 -2.47 -2.02
35 C 0.43 -3.45 -2.92
36 C 1.16 -4.72 -2.67
37 O 1.16 -5.62 -3.49
38 H 2.41 -5.78 -1.22
39 H 2.41 -3.94 0.45
40 H -0.10 -1.54 -2.19
41 H -0.09 -3.38 -3.86
42 C 3.34 -1.45 -4.15
43 C 4.43 -1.49 -4.91
44 C 5.04 -0.24 -5.44
45 O 6.02 -0.27 -6.14
46 C 4.39 1.04 -5.07
47 C 3.30 1.07 -4.30
48 C 2.70 -0.17 -3.78
49 O 1.71 -0.14 -3.07
50 H 2.89 -2.35 -3.75
51 H 4.91 -2.41 -5.19
52 H 4.85 1.94 -5.46
53 H 2.82 2.00 -4.03

***

# 6
ORCA calculation (wB97M-V/def2-TZVPD) on an isolated molecule of C4H7NO2 in a non-equilibrium geometry.

The value obtained for the total energy is -9844.33109 eV. The value obtained for the energy above the lowest of the compared OMol25 structures with the same formula, charge and spin is 68.0 kcal per mole. Its SMILES is CO[C@](C)(O)C#N.

CARTESIAN COORDINATES (ANGSTROEM)
1 C -0.51 -1.18 1.49
2 O 0.55 -0.41 0.92
3 C 0.15 0.09 -0.23
4 C 1.30 1.07 -0.73
5 O -1.24 0.86 0.04
6 C -0.29 -0.67 -1.34
7 N -0.62 -1.12 -2.33
8 H -1.20 -0.49 2.04
9 H -0.17 -1.94 2.09
10 H -1.21 -1.64 0.73
11 H 1.67 1.43 0.33
12 H 2.08 0.52 -1.14
13 H 0.80 1.86 -1.33
14 H -1.31 1.62 -0.56